## P
8
Properties=species:S:1:pos:R:3 method="wB97M-V/def2-TZVPD" orbital_gap_ev=9.2009 homo_ev=-9.33
C -0.06932 0.81042 -0.72069
C 0.19967 -0.86030 0.56555
F -1.35798 0.79829 -1.01717
F 0.64993 -0.38560 1.71769
F 1.14773 -1.58899 -0.00401
I 0.54906 2.52689 0.31697
I -1.67445 -1.86353 0.71316
H 0.55536 0.56282 -1.57149

***

## Q
8
Properties=species:S:1:pos:R:3 method="wB97M-V/def2-TZVPD" orbital_gap_ev=8.2318 homo_ev=-8.78
C 0.68307 -1.11684 1.60364
C -0.49410 1.23139 -1.02271
F 1.87982 -1.34409 1.93383
F -1.71661 0.71934 -1.05767
F -0.36706 1.86619 0.06264
I -0.48672 -2.88718 1.51614
I 0.90819 -0.52312 -1.25537
H -0.40659 2.05432 -1.78050

***

It turns out P is the most stable, with the second structure 0.0618 hartree higher.

***

## P
15
Properties=species:S:1:pos:R:3 method="wB97M-V/def2-TZVPD" orbital_gap_ev=9.7228 homo_ev=-8.82
C 2.64632 1.69692 -0.26943
C 2.28094 0.56784 -0.14803
C -1.31533 -0.69122 0.37306
C 2.02965 -0.85163 -0.07049
C -2.32929 -0.44351 -0.73472
N -1.41180 0.25921 1.24973
F -3.25601 0.58247 -0.43891
H 3.06305 2.59663 -0.56631
H -0.91715 0.36507 2.08504
H 1.43182 -1.21765 -1.03770
H 2.96830 -1.33347 0.14852
H 1.29296 -0.97697 0.81221
H -2.83526 -1.29350 -0.91773
H -1.58564 -0.25692 -1.64100
H -2.06256 0.99672 1.15577

***

## Q
15
Properties=species:S:1:pos:R:3 method="wB97M-V/def2-TZVPD" orbital_gap_ev=9.1952 homo_ev=-8.34
C 2.14023 1.29490 1.18431
C 2.29402 0.16763 0.52633
C 0.37883 -0.26365 -0.35284
C 0.33353 -1.63986 -0.79568
C -1.77814 0.86731 -0.55887
N -0.39723 0.70442 -0.27508
F 3.24556 -0.72127 0.28167
H 2.91760 1.71135 1.84041
H 1.19841 1.81699 1.13625
H -0.36584 -2.30521 -0.20236
H 1.40389 -2.01584 -0.99419
H -0.20425 -1.47331 -1.72154
H -1.98620 0.98333 -1.65382
H -2.21074 1.81128 -0.16895
H -2.37326 -0.05142 -0.27043

***

It turns out Q is the most stable, with the second structure 0.0155 hartree higher.

***

## P
14
Properties=species:S:1:pos:R:3 method="wB97M-V/def2-TZVPD" total_charge=+1 orbital_gap_ev=3.9313 homo_ev=-15.59
C 1.50510 2.38199 -1.09178
N -0.70133 -1.38653 1.57360
H 1.43318 3.37507 -0.65351
H 0.69236 1.82681 -0.60484
H 2.45791 1.88385 -0.96906
H 1.23513 2.44717 -2.14403
H -1.58399 -1.91294 1.72751
H -0.32288 -1.17646 2.51814
H 0.39475 -1.23905 0.24552
H 1.29700 -1.74126 -0.89892
O 1.14210 -0.98851 -0.32993
H -1.31686 -0.42815 0.52685
H -2.71556 -0.38309 -0.20908
O -1.85108 0.08118 -0.13636

***

## Q
14
Properties=species:S:1:pos:R:3 method="wB97M-V/def2-TZVPD" total_charge=+1 orbital_gap_ev=10.3365 homo_ev=-13.95
C -2.58859 -0.11117 -0.69044
N -1.41769 -0.64468 0.00793
H -3.37933 -0.38919 -0.01291
H -2.72441 -0.71747 -1.64737
H -2.47173 0.95686 -1.07040
H -0.88156 -1.18850 -0.79264
H -0.81743 0.15493 0.38300
H -1.59025 -1.46891 0.55727
H 0.15598 2.44551 0.74860
H 1.13641 1.29884 1.36003
O 0.41551 1.47637 0.74491
H 4.93479 -0.32167 0.91943
H 4.87184 -0.96925 -0.60692
O 4.35647 -0.52166 0.09950

***

It turns out Q is the most stable, with the second structure 0.2721 hartree higher.

***

## P
24
Properties=species:S:1:pos:R:3 method="wB97M-V/def2-TZVPD" total_charge=+1 orbital_gap_ev=10.5298 homo_ev=-13.45
N 0.60060 -1.43134 -0.62737
C 0.02171 -0.33453 0.36403
C 1.07565 0.53755 0.93753
C 2.24524 -0.22155 1.60092
O 2.52056 -1.38862 1.42133
C -1.09076 0.46771 -0.40165
N -2.16458 -0.45430 -0.89115
H -0.01277 -2.38844 -0.50931
H 1.61207 -1.76666 -0.38610
H 0.46802 -1.21328 -1.58381
H -0.34209 -0.86831 1.33195
H 1.48599 1.39863 0.23031
H 0.81541 1.25041 1.62548
H 3.00855 0.48621 2.21928
H -1.32889 1.23234 0.28945
H -0.71376 1.06463 -1.25576
H -2.67337 -0.01596 -1.79367
H -2.81615 -0.68757 -0.19979
H 1.49801 0.54988 -2.88845
H 0.24814 0.13877 -3.75506
O 0.98170 -0.11637 -3.20514
H -1.68982 1.03435 3.25919
H -2.11830 1.78960 1.93306
O -1.63117 0.93689 2.28477

***

## Q
24
Properties=species:S:1:pos:R:3 method="wB97M-V/def2-TZVPD" total_charge=+1 orbital_gap_ev=11.6062 homo_ev=-14.29
O -0.20499 -0.58268 1.72675
C 0.78796 -1.07572 1.20802
N 1.86314 -1.44916 1.92243
C 0.82301 -1.27371 -0.31521
N -0.32078 -0.52711 -0.96016
C -0.02895 0.95732 -1.11832
C 0.96229 1.20116 -2.23816
H 2.68616 -1.87574 1.49181
H 1.89348 -1.39140 2.92126
H 1.77748 -0.95417 -0.74685
H 0.75933 -2.40456 -0.56107
H -1.25286 -0.61099 -0.32272
H -0.49752 -0.98518 -1.82074
H 0.36891 1.36286 -0.14897
H -1.03802 1.44511 -1.28212
H 1.94958 0.85769 -2.03552
H 1.07583 2.30164 -2.39276
H 0.60158 0.78580 -3.19678
H -2.18900 2.40834 1.93673
H -0.97966 1.39406 2.06921
O -1.60465 1.75554 1.43645
H -2.55597 -1.16188 1.18610
H -2.34343 0.36730 0.81960
O -2.53293 -0.54450 0.42103

***

It turns out Q is the most stable, with the second structure 0.1064 hartree higher.

***

## P
22
Properties=species:S:1:pos:R:3 method="wB97M-V/def2-TZVPD" total_charge=+1 orbital_gap_ev=10.9062 homo_ev=-14.01
O 4.61400 46.92300 13.43000
H 3.90800 46.33500 13.09900
H 5.25500 46.44000 13.74300
H 4.72400 47.52000 12.81700
O 3.66600 44.26200 13.51900
H 3.20800 43.38700 13.75100
H 4.47200 44.14800 13.97300
O 6.63500 45.81800 14.81800
H 6.62200 45.78900 15.77400
H 7.27900 45.12900 14.33100
O 3.18200 43.78600 10.56900
H 2.74700 42.96800 10.60200
H 3.41400 43.95600 11.50300
O 5.83700 48.70300 11.63400
H 6.26000 48.43100 10.82400
H 5.75300 49.72800 11.49600
O 4.56000 46.45100 10.34700
H 4.76300 46.05000 9.53200
H 3.72800 47.07000 10.07900
O 1.89000 46.49500 12.60600
H 1.43600 47.36200 12.71600
H 1.58100 46.60300 11.66200

***

## Q
22
Properties=species:S:1:pos:R:3 method="wB97M-V/def2-TZVPD" total_charge=+1 orbital_gap_ev=10.7496 homo_ev=-14.12
O -0.49450 0.23664 -0.00632
H 0.33650 -0.19336 -0.32632
H -0.94950 -0.29836 0.66768
H -0.16850 0.99364 0.53868
O 1.10850 -1.72636 2.18568
H 1.55750 -2.18736 1.59868
H 1.86650 -1.23336 2.64868
O 0.49650 2.58564 0.88068
H -0.05050 3.37064 0.99968
H 1.07950 2.67064 0.03368
O -1.21050 0.16064 2.58268
H -0.69150 -0.29736 3.30368
H -1.69650 1.03164 2.93368
O -0.80550 -2.10136 -2.54432
H -1.06350 -1.27536 -2.64932
H -1.26850 -2.69536 -1.88832
O 1.99350 -0.29536 -0.54432
H 2.29850 -1.16436 -0.33232
H 2.67050 0.12464 -1.24232
O -1.32150 0.67164 -2.90832
H -2.03950 0.90964 -2.15032
H -1.64750 0.71264 -3.78132

***

## R
22
Properties=species:S:1:pos:R:3 method="wB97M-V/def2-TZVPD" total_charge=+1 orbital_gap_ev=10.9163 homo_ev=-14.41
O 0.97667 0.42245 -0.03291
H 0.22081 0.48627 -0.69141
H 1.02430 -0.52342 0.17949
H 0.74864 0.87528 0.82814
O -0.96825 -2.61610 -1.38218
H -1.04846 -1.74398 -0.88606
H -1.07513 -2.42304 -2.33051
O 1.92513 -1.99170 -0.03351
H 1.77129 -2.73794 -0.63040
H 1.87310 -2.44673 0.81309
O -0.01766 1.89486 -2.03208
H -0.51848 1.58297 -2.75425
H -0.63190 2.24077 -1.38107
O 0.10281 -0.10546 2.45508
H 0.94107 -0.34547 2.78393
H -0.31852 -0.94622 2.27334
O 0.37326 2.70746 1.12454
H 0.68310 3.00780 1.98616
H 0.07214 3.49455 0.69013
O -1.68985 -0.32668 -0.35279
H -2.13883 -0.26372 0.50607
H -2.30524 -0.24197 -1.13280

***

It turns out R is the most stable, with the second structure 0.0431 hartree higher.

***

## P
12
Properties=species:S:1:pos:R:3 method="wB97M-V/def2-TZVPD" orbital_gap_ev="6.4498 / 6.4837" homo_ev="-7.69 / -7.72"
C -2.08226 0.10402 0.07638
C 1.57792 -0.27259 -0.74170
C 0.90558 0.25743 0.49116
N 0.16762 1.39592 0.21920
O -1.27221 1.08449 -0.07447
S -2.39285 -1.34732 0.88952
S -3.98584 -0.33334 -0.16633
H 2.26627 0.59202 -1.00713
H 2.17958 -1.19586 -0.61445
H 0.78382 -0.35951 -1.42947
H 0.31640 -0.50931 0.98339
H 1.53595 0.58406 1.37390

***

## Q
12
Properties=species:S:1:pos:R:3 method="wB97M-V/def2-TZVPD" orbital_gap_ev=9.3330 homo_ev=-8.55
C -0.85850 0.78783 -1.22783
C -0.43415 -0.10229 -0.15299
C 1.05504 -1.74060 0.40994
H 0.30859 2.51857 -0.04815
H -0.86136 0.20356 -2.14067
H -1.83751 1.17073 -0.93752
H 2.05151 -1.33082 0.59088
H 1.07784 -2.80058 0.21567
N -0.80707 -0.02442 1.03602
O 0.44764 -1.00403 -0.68811
S 0.18006 2.23772 -1.43581
S -0.00788 -1.31447 1.83567

***

It turns out Q is the most stable, with the second structure 0.2036 hartree higher.